DFT (ωB97M-V/def2-TZVPD) results for 2 unconnected molecules or ions with the total composition H5NOSSi at a distorted geometry.

Geometry as XYZ:
```
9
Properties=species:S:1:pos:R:3:forces:R:3
S 2.6162 -1.4695 -1.3829 0.449 0.580 0.240
Si 2.0511 0.5374 -0.9455 0.175 -1.765 -0.408
O 0.6263 0.9880 -1.0991 -0.656 0.614 0.022
N -1.9212 -0.1722 0.9734 -0.154 -0.107 0.067
H -2.2407 0.4123 0.2097 0.093 0.036 0.036
H 3.2504 1.1866 -0.4902 0.422 0.519 0.220
H -1.6188 0.4447 1.7181 0.012 0.005 -0.078
H 1.4135 -1.8509 -1.7989 -0.391 0.036 -0.076
H -1.1003 -0.6574 0.6343 0.051 0.081 -0.023
```
Positions in Å, forces in eV/Å.

As for the SMILES: O=[SiH]S.N. The calculation puts the relative energy (zero: lowest compared OMol25 entry of this formula, charge and spin) at 48.30 kcal per mole. The electronic energy comes out at -820.69063 Eh. For the HOMO-LUMO gap, the calculation gives 9.56 eV.

DFT (ωB97M-V/def2-TZVPD) results for a molecular structure, H5O2 at a distorted geometry.

Geometry as XYZ:
```
7
Properties=species:S:1:pos:R:3:forces:R:3
O 1.0170 -0.3846 0.6353 0.363 -0.336 -1.125
O -0.7748 0.6070 -0.5245 -1.458 -1.030 0.190
H 0.9143 -1.1665 0.0707 0.475 0.143 -1.329
H -0.6050 1.3590 -1.0577 0.083 1.371 -1.010
H 0.8760 -0.8825 1.4204 -0.274 0.209 2.659
H -1.6262 0.1800 -0.8195 1.224 0.544 0.614
H 0.1986 0.2876 0.2754 -0.413 -0.901 0.001
```
Positions in Å, forces in eV/Å.

The calculation puts the relative energy (zero: lowest compared OMol25 entry of this formula, charge and spin) at 11.82 kcal per mole. The electronic energy comes out at -153.17149 Eh. For the HOMO-LUMO gap, the calculation gives 14.65 eV. The net charge is +1.

DFT (ωB97M-V/def2-TZVPD) results for 3 unconnected molecules or ions with the total composition H5O3.

Geometry as XYZ:
```
8
Properties=species:S:1:pos:R:3:forces:R:3
O 0.0187 0.1887 1.8811 0.223 -0.209 0.586
O 0.5624 -1.2964 -1.0825 -0.238 0.112 0.436
O -0.4481 0.9331 -0.6686 -0.047 0.285 -0.391
H 0.5464 0.0262 1.0846 -0.247 0.192 -0.072
H -0.3495 1.4277 -1.4952 -0.054 -0.153 0.342
H 0.0853 -0.3025 -0.9339 0.183 -0.218 -0.172
H -0.6259 0.8240 1.5503 0.101 -0.048 -0.451
H 0.2108 -1.8007 -0.3358 0.079 0.038 -0.278
```
Positions in Å, forces in eV/Å.

The calculation puts the relative energy (zero: lowest compared OMol25 entry of this formula, charge and spin) at 6.34 kcal per mole. The electronic energy comes out at -228.74084 Eh. For the HOMO-LUMO gap, the calculation gives 9.19 eV. The net charge is -1.

DFT (ωB97M-V/def2-TZVPD) results for 2 unconnected molecules or ions with the total composition H5OS2 at a distorted geometry.

Geometry as XYZ:
```
8
Properties=species:S:1:pos:R:3:forces:R:3
S -0.8387 0.1250 -0.0076 -1.312 2.060 -0.018
S 0.1718 -0.7135 1.5089 0.616 -1.669 -0.032
O 1.1348 0.9809 -2.3780 -1.801 -1.355 -0.160
H 1.9688 1.4070 -2.3299 1.300 0.544 -0.054
H -1.8409 -0.6281 -0.5161 0.312 -0.537 0.602
H 1.1724 0.2900 -3.0646 0.313 0.613 0.251
H 0.3964 0.3883 2.2323 -0.459 0.552 -0.212
H -0.1349 0.2897 -1.1400 1.031 -0.207 -0.377
```
Positions in Å, forces in eV/Å.

The calculation puts the relative energy (zero: lowest compared OMol25 entry of this formula, charge and spin) at 4.76 kcal per mole. The electronic energy comes out at -874.28530 Eh. For the HOMO-LUMO gap, the calculation gives 10.62 eV. The net charge is +1.

DFT (ωB97M-V/def2-TZVPD) results for 30 unconnected molecules or ions with the total composition H60O30 at a distorted geometry.

Geometry as XYZ:
```
90
Properties=species:S:1:pos:R:3:forces:R:3
O 13.2123 7.3810 11.4110 -0.044 -1.414 -0.600
O 12.6092 10.9618 6.7188 -0.828 -0.956 0.290
O 12.2570 13.8095 14.8548 -0.395 -0.301 -0.070
O 15.0810 11.1455 12.3417 1.265 0.307 0.788
O 9.5141 13.3846 7.0312 -0.377 0.524 0.005
O 9.2953 10.2821 10.2605 0.069 0.201 0.046
O 12.2736 13.9728 8.3385 0.622 -2.325 -1.039
O 13.4032 9.4173 8.8513 2.243 0.006 1.118
O 9.5428 12.9188 10.9502 0.796 0.362 0.362
O 7.6286 13.3379 8.9070 0.717 0.120 -0.210
O 12.6811 7.9797 14.8794 0.015 -0.244 0.949
O 9.7212 8.0765 4.7933 0.854 -0.504 0.386
O 8.9896 10.5479 6.7788 0.278 0.174 -0.109
O 11.2710 10.6958 14.3680 -0.901 0.077 -0.527
O 7.7267 8.0745 13.9774 0.119 0.084 -0.266
O 11.4561 7.3652 9.0203 -0.165 2.492 -0.536
O 14.9276 8.5868 13.2854 -0.507 0.166 -0.430
O 12.4717 7.7440 6.3333 0.853 0.783 -1.674
O 12.6882 11.9962 10.1219 0.967 -0.038 0.970
O 7.7610 14.3108 4.6048 0.389 -1.379 -0.004
O 6.4883 11.1853 7.3714 -0.115 -0.241 -0.369
O 8.5613 10.2989 14.7343 0.677 2.164 0.312
O 7.5423 5.1937 14.0441 0.301 -0.780 -0.889
O 10.4036 7.3639 13.2687 -0.381 -0.914 -0.574
O 5.9432 8.7590 8.4069 -1.004 0.549 -1.315
O 5.1877 13.1387 5.5061 -0.596 0.113 0.317
O 11.6278 4.9235 9.9041 -0.258 -1.188 -0.708
O 8.9553 5.2855 11.2557 0.570 1.486 -0.381
O 8.1167 7.8993 10.9643 0.435 0.070 1.042
O 16.0432 10.9605 9.5714 -0.854 -0.652 0.168
H 6.0888 11.7780 6.7240 -0.267 0.439 -0.162
H 10.2604 6.5265 12.7513 0.111 1.144 0.747
H 8.4070 13.3959 8.2825 -0.385 -0.277 -0.132
H 7.2216 14.1920 8.7492 -0.432 0.140 0.136
H 8.3977 15.0035 4.5026 0.297 1.075 -0.097
H 12.9650 13.8161 14.2028 0.095 0.067 0.209
H 11.4701 11.5350 14.7727 0.438 0.643 0.238
H 9.4272 7.5323 4.0456 0.314 0.198 0.460
H 7.9925 9.0153 14.2530 -0.425 -0.980 -0.379
H 16.1621 11.0883 10.5401 0.314 0.316 -1.039
H 12.0017 11.3579 10.3188 -0.364 -0.268 -0.127
H 9.3461 11.2083 10.6269 -0.043 -0.685 -0.829
H 14.4095 8.2637 12.5049 0.394 -0.009 0.791
H 8.2734 11.2210 14.5619 -0.235 -0.944 0.054
H 7.6010 7.9326 10.1597 -0.285 0.463 -0.360
H 6.9208 11.7533 8.0234 -0.153 0.409 0.295
H 11.5446 4.1375 9.3002 0.020 1.170 1.035
H 8.5456 8.7781 11.1173 -0.294 -0.521 -0.813
H 9.5486 12.4342 6.8115 0.614 -0.055 0.393
H 9.5422 10.4339 14.7440 -0.153 -0.555 -0.224
H 9.3150 9.8493 6.1882 -0.414 0.109 0.010
H 8.6657 6.2424 11.3541 0.125 -1.041 -0.411
H 11.9554 10.3600 6.3083 0.367 0.673 -0.165
H 9.4996 7.6751 13.5189 0.429 -0.321 -0.099
H 8.0148 10.6508 6.6772 0.419 -0.406 0.122
H 10.7644 5.0298 10.3499 -0.103 -0.430 0.106
H 8.4054 4.7726 11.8367 -0.418 -0.303 0.651
H 14.2814 8.5459 14.0218 0.269 -0.228 -0.388
H 15.1648 10.2375 12.7505 -0.378 0.212 -0.232
H 12.3850 13.2557 7.6359 -0.301 1.456 0.573
H 10.5456 7.6640 5.1714 -0.930 0.492 -0.599
H 4.3872 13.5928 5.8320 0.689 -0.266 -0.346
H 10.2930 13.7247 7.5076 0.272 -0.717 -0.262
H 12.4726 7.2992 15.5555 0.185 0.700 -0.737
H 13.1179 6.4290 11.1406 0.334 1.101 0.491
H 5.4163 8.0773 7.9358 0.530 0.653 0.516
H 16.6595 11.3532 8.9444 0.181 0.166 0.919
H 10.4012 13.3850 10.9848 -0.552 -0.429 -0.127
H 14.3154 9.7711 9.0672 -1.063 0.383 -0.783
H 5.7581 9.6216 7.9011 0.676 -1.508 1.062
H 7.3883 8.1164 13.0689 0.064 0.142 0.140
H 13.2168 8.3657 6.1360 -0.990 -0.795 0.385
H 12.6907 10.4865 7.5761 0.371 0.535 -0.209
H 7.7246 6.1456 14.0407 -0.446 0.022 0.914
H 11.8072 10.0285 14.7818 0.595 -0.649 0.399
H 7.1188 4.8479 14.8356 0.140 0.801 -0.019
H 9.0405 13.3082 10.2229 -0.315 0.094 -0.037
H 12.6042 14.1235 15.6936 0.240 0.054 -0.137
H 11.3320 6.4430 9.1549 -0.215 -1.668 0.164
H 13.4405 11.7157 10.6898 -0.473 0.245 -0.471
H 8.3837 13.5614 4.7306 -0.848 0.341 0.129
H 12.3671 7.7572 7.2760 -0.079 -0.008 1.223
H 12.0840 7.7925 14.1415 -0.514 -0.266 -0.252
H 13.4557 8.6857 9.4807 -0.735 -0.381 -0.296
H 12.6728 13.3904 9.0373 -0.662 0.824 0.074
H 5.6962 13.7772 4.9865 0.108 0.013 0.157
H 9.1077 10.2811 9.3003 0.133 0.462 0.671
H 15.7257 11.6752 12.8716 -0.865 -0.498 -0.678
H 12.5358 7.7779 10.8547 -0.568 0.248 -0.006
H 10.5999 7.7814 8.8144 0.438 -0.321 0.302
```
Positions in Å, forces in eV/Å.

The calculation puts the relative energy (zero: lowest compared OMol25 entry of this formula, charge and spin) at 25.41 kcal per mole. The electronic energy comes out at -2293.31085 Eh. For the HOMO-LUMO gap, the calculation gives 10.87 eV.